Density functional theory data (ωB97M-V/def2-TZVPD) for a single C2H3NO2 molecule.

## Properties
* frontier orbital gap: 10.9083 eV
* ΔE to the lowest compared entry with this formula, charge and spin: 481.0 kJ/mol
* SMILES: C=NC1OO1
* E_HOMO: -10.28 eV
* net charge: 0

Each line ends with the natural charge from an NBO analysis.
Element x y z (Å)
C (-1.314, -0.098, 0.446)  0.03
N (-0.484, 0.677, -0.096)  -0.44
C (0.772, 0.262, -0.545)  0.44
O (1.353, -0.889, -0.163)  -0.27
O (1.785, 0.343, 0.417)  -0.25
H (-2.000, 0.295, 1.052)  0.17
H (-1.245, -1.232, 0.436)  0.15
H (1.132, 0.643, -1.546)  0.17